# 1
23
Properties=species:S:1:pos:R:3:lowdin_charge:R:1 method="wB97M-V/def2-TZVPD" fmax_ev_per_a=3.1 lumo_ev="4.0174 / 3.9313" multiplicity=1 charge=-1 homo_energy_ha="-0.09139 / -0.07260" relative_energy_ev=1.9023 gap_ev="6.5 / 5.9" total_energy_ev=-12492.9276
C 0.009 -0.925 -1.162 -0.2521
C 1.021 0.118 -1.164 -0.3130
C -1.159 -0.260 0.677 -0.6273
C 1.784 0.498 0.047 -0.1279
C 1.602 0.445 -2.564 -0.1258
C -0.323 -0.607 1.982 -0.0399
C -2.595 -0.316 1.032 -0.0934
N -0.952 -1.268 -0.410 0.0648
N -0.967 1.107 0.216 -0.0631
O -0.275 1.878 0.969 -0.2181
H 0.015 -1.440 -2.120 0.0804
H 2.557 1.302 -0.143 0.0871
H 1.996 -0.386 0.733 0.0753
H 1.124 1.103 0.737 0.0208
H 1.674 -0.364 -3.390 0.0723
H 2.609 0.710 -2.441 0.0102
H 1.000 1.297 -3.101 0.0868
H -0.963 -1.117 2.733 0.0697
H -0.014 0.354 2.267 0.0290
H 0.570 -1.216 1.790 0.0530
H -3.079 0.425 0.401 0.0636
H -2.757 0.074 2.001 0.0485
H -2.875 -1.412 0.907 0.0989

---

# 2
23
Properties=species:S:1:pos:R:3:lowdin_charge:R:1 method="wB97M-V/def2-TZVPD" fmax_ev_per_a=4.2 lumo_ev="-3.4712 / -4.2036" multiplicity=1 charge=+1 homo_energy_ha="-0.43303 / -0.41674" relative_energy_ev=5.0608 gap_ev="8.3 / 7.1" total_energy_ev=-12486.9771
C 2.346 -0.215 -0.818 -0.0753
C 1.873 0.941 0.028 -0.0680
C -1.128 1.296 -0.725 -0.1107
C -0.435 1.377 0.660 -0.0916
C -1.794 -0.067 -1.011 -0.0430
C 0.425 -0.867 -0.085 -0.2641
C -0.111 -2.062 0.754 -0.0057
N 1.480 -1.116 -0.859 0.1066
N 0.668 0.442 0.685 -0.0452
O -2.358 -0.577 0.089 0.0209
H 3.255 -0.416 -1.330 0.1217
H 2.659 1.153 0.728 0.1295
H 1.596 1.969 -0.470 0.1764
H -1.877 2.060 -0.804 0.1246
H -0.543 1.429 -1.547 0.0842
H 0.022 2.367 0.831 0.1429
H -1.155 1.104 1.486 0.1627
H -2.091 -0.434 -1.989 0.1442
H -0.457 -2.919 0.157 0.1064
H -0.943 -1.858 1.358 0.0515
H 0.599 -2.481 1.371 0.0570
H 0.860 0.197 1.600 0.1589
H -2.893 -1.322 -0.108 0.1163

---

# 3
23
Properties=species:S:1:pos:R:3:lowdin_charge:R:1 method="wB97M-V/def2-TZVPD" fmax_ev_per_a=6.8 lumo_ev=-3.5551 multiplicity=1 charge=+1 homo_energy_ha=-0.43509 relative_energy_ev=3.7919 gap_ev=8.3 total_energy_ev=-12488.2460
C 1.244 1.467 -0.287 -0.1345
C 0.491 0.372 -0.220 -0.0462
C 2.541 -0.257 -0.016 -0.3476
C 3.618 -1.217 0.192 0.0320
C -2.857 0.774 -0.994 0.0024
C -2.369 0.207 1.395 -0.0076
C -2.225 -0.171 -0.071 -0.3535
N 2.551 1.061 -0.133 0.1370
N 1.333 -0.781 -0.123 0.1417
O -2.235 -1.449 -0.253 0.1563
H 0.960 2.527 -0.408 0.1210
H 3.126 -2.067 0.564 0.0784
H 4.134 -1.488 -0.669 0.0807
H 4.297 -0.967 0.978 0.0971
H -2.611 0.617 -1.999 0.0908
H -3.939 0.637 -0.863 0.1357
H -2.728 1.744 -0.774 0.0616
H -2.178 1.230 1.443 0.0621
H -1.793 -0.455 2.113 0.1235
H -3.466 0.020 1.605 0.1297
H 3.380 1.636 -0.076 0.1813
H 1.133 -1.707 -0.271 0.1251
H -2.408 -1.732 -1.131 0.1329

---

# 4
24
Properties=species:S:1:pos:R:3:lowdin_charge:R:1 method="wB97M-V/def2-TZVPD" fmax_ev_per_a=3.7 lumo_ev=-3.3397 multiplicity=1 charge=+1 homo_energy_ha=-0.46184 relative_energy_ev=3.5008 gap_ev=9.2 total_energy_ev=-14535.0906
C 0.340 0.138 -3.718 -0.3844
C -0.621 -0.012 -0.708 -0.1624
C 0.680 -1.213 0.278 -0.0127
C 0.455 0.413 0.206 -0.1893
C -0.516 -1.349 -0.589 -0.3067
C 1.198 1.070 2.575 -0.1294
C -0.022 0.962 1.656 -0.2382
N -0.508 0.943 -3.952 0.1671
N -1.161 -2.442 -1.010 0.1698
O 1.164 -0.624 -3.386 0.1917
O -1.783 0.820 -1.246 0.2172
H 1.590 -1.444 -0.267 0.1310
H 0.437 -1.600 1.282 0.1404
H 1.426 0.973 0.062 0.1548
H 0.965 1.215 3.738 0.1242
H 1.714 1.980 2.219 0.0648
H 1.929 0.160 2.343 0.1158
H -0.640 1.834 1.505 0.0898
H -0.631 0.159 2.196 0.1253
H -0.811 1.299 -4.898 0.1512
H -1.542 1.008 -2.165 0.1092
H -1.720 1.605 -0.651 0.1938
H -0.798 -3.364 -0.576 0.1728
H -2.140 -2.462 -1.172 0.1043

---

# 5
26
Properties=species:S:1:pos:R:3:lowdin_charge:R:1 method="wB97M-V/def2-TZVPD" fmax_ev_per_a=5.3 lumo_ev=-3.0833 multiplicity=1 charge=+1 homo_energy_ha=-0.48520 relative_energy_ev=4.7911 gap_ev=10.1 total_energy_ev=-27417.8691
C 0.868 0.445 -0.218 0.0317
C -0.692 -0.627 0.134 -0.0842
C 1.802 -0.573 -0.065 -0.2650
C -0.044 -1.753 0.400 -0.3315
C 3.254 -0.390 -0.249 0.0123
C -0.482 -2.990 1.041 0.0370
C 0.749 1.868 -0.625 -0.0763
N -2.505 0.446 -1.453 -0.0525
N -0.199 2.676 0.420 0.1467
O -3.296 -0.977 0.430 -0.2316
O -2.215 1.289 0.808 -0.3154
O 1.281 -1.787 0.207 0.1093
S -2.295 -0.024 0.194 0.6547
H 3.453 0.481 -0.747 0.0521
H 3.885 -0.535 0.662 0.1191
H 3.727 -1.233 -0.813 0.1196
H 0.243 -3.383 1.609 0.0583
H -1.341 -2.743 1.686 0.1111
H -0.911 -3.713 0.343 0.1193
H 1.697 2.423 -0.581 0.1267
H 0.350 2.101 -1.612 0.1239
H -3.236 1.066 -1.584 0.0309
H -2.782 -0.441 -1.962 0.1065
H -0.952 1.975 0.830 0.0554
H -0.698 3.454 -0.115 0.1851
H 0.340 2.944 1.258 0.1569

---

# 6
23
Properties=species:S:1:pos:R:3:lowdin_charge:R:1 method="wB97M-V/def2-TZVPD" fmax_ev_per_a=0.8 smiles=CCn1ccc(CNC)n1 lumo_ev=1.0508 multiplicity=1 charge=0 homo_energy_ha=-0.31901 relative_energy_ev=0.3182 gap_ev=9.7 total_energy_ev=-11939.6133
C -3.221 -1.228 0.607 -0.0783
C -2.835 -0.349 -0.581 -0.1965
N -1.618 0.371 -0.327 -0.1869
C -1.466 1.507 0.383 -0.0724
C -0.121 1.790 0.404 -0.0202
C 0.474 0.749 -0.329 -0.3069
C 1.922 0.525 -0.605 -0.2069
N 2.492 -0.344 0.417 -0.1315
C 3.868 -0.695 0.142 -0.1546
N -0.451 -0.097 -0.757 0.1289
H -2.424 -1.937 0.818 0.0745
H -4.130 -1.779 0.383 0.0692
H -3.388 -0.620 1.493 0.0694
H -3.633 0.368 -0.797 0.1188
H -2.661 -0.968 -1.464 0.1180
H -2.305 2.025 0.804 0.1172
H 0.370 2.618 0.871 0.0965
H 2.033 0.101 -1.618 0.1165
H 2.457 1.480 -0.566 0.1183
H 1.926 -1.187 0.473 0.1029
H 4.225 -1.367 0.921 0.0737
H 4.471 0.215 0.165 0.0751
H 4.013 -1.177 -0.837 0.0753

---

# 7
26
Properties=species:S:1:pos:R:3:lowdin_charge:R:1 method="wB97M-V/def2-TZVPD" fmax_ev_per_a=5.4 lumo_ev=-3.9040 multiplicity=1 charge=+1 homo_energy_ha=-0.45116 relative_energy_ev=0.9333 gap_ev=8.4 total_energy_ev=-25315.3631
N 1.423 2.906 1.267 -0.3074
P 0.831 2.229 -0.056 0.7839
C -1.049 2.489 0.053 -0.3526
N -1.947 1.601 0.591 0.1307
C -3.206 2.292 0.468 0.0041
C -2.953 3.599 -0.155 0.0032
N -1.537 3.689 -0.418 0.1029
H 0.642 3.305 1.810 -0.0282
H 1.337 2.852 -1.254 0.0157
H 1.104 0.814 -0.107 0.0080
H -1.777 0.670 0.996 0.1803
H -4.209 1.923 0.797 0.1383
H -3.684 4.419 -0.382 0.1395
H -1.015 4.456 -0.845 0.1769
O 0.297 -1.431 1.497 0.0910
C 0.722 -2.135 0.617 -0.4903
O 0.647 -1.819 -0.702 -0.0055
C 1.146 -2.918 -1.485 -0.1519
C 2.037 -3.702 -0.546 -0.1534
C 1.362 -3.486 0.797 -0.0704
H 0.296 -3.506 -1.841 0.1315
H 1.695 -2.535 -2.346 0.1290
H 2.137 -4.751 -0.824 0.1251
H 3.037 -3.261 -0.529 0.1248
H 0.582 -4.227 0.985 0.1400
H 2.083 -3.473 1.613 0.1349

---

# 8
26
Properties=species:S:1:pos:R:3:lowdin_charge:R:1 method="wB97M-V/def2-TZVPD" fmax_ev_per_a=5.9 smiles="CCOC(=O)N1CCN(N=O)CC1" lumo_ev=0.4796 multiplicity=1 charge=0 homo_energy_ha=-0.35193 relative_energy_ev=6.4389 gap_ev=10.1 total_energy_ev=-18077.5370
C -2.899 -1.592 -2.631 -0.1286
C -1.506 -1.889 -2.072 -0.1875
O -1.191 -0.930 -0.948 -0.0079
C -0.076 -1.228 -0.365 -0.6692
O 0.418 -2.311 -0.580 0.0789
N 0.294 -0.257 0.454 -0.0256
C 1.525 -0.579 1.291 -0.0792
C 1.566 0.538 2.312 -0.1567
N 1.490 1.885 1.780 -0.1921
N 2.429 2.719 2.109 0.0158
O 2.598 3.578 1.085 -0.1617
C 0.751 2.085 0.449 -0.1284
C -0.316 1.082 0.673 -0.1555
H -3.245 -2.458 -3.192 0.0530
H -3.843 -1.470 -1.840 0.1279
H -3.033 -0.617 -3.209 0.0809
H -1.471 -3.024 -1.793 0.1459
H -0.715 -1.708 -2.977 0.1696
H 2.384 -0.492 0.584 0.1357
H 1.574 -1.655 1.514 0.1324
H 2.586 0.352 2.743 0.1423
H 0.745 0.570 3.037 0.1216
H 1.584 1.841 -0.394 0.1800
H 0.288 3.186 0.414 0.1639
H -1.133 1.115 -0.213 0.1723
H -0.806 1.260 1.767 0.1722

---

# 9
27
Properties=species:S:1:pos:R:3:lowdin_charge:R:1 method="wB97M-V/def2-TZVPD" fmax_ev_per_a=4.8 smiles="NCC(=O)N[C@@H](CCC(N)=O)C(=O)O" lumo_ev=0.3807 multiplicity=1 charge=0 homo_energy_ha=-0.35879 relative_energy_ev=2.7104 gap_ev=10.1 total_energy_ev=-20129.4299
N -2.960 0.574 2.507 -0.0115
C -2.428 0.046 1.230 -0.1924
C -1.143 -0.667 1.637 -0.4891
O -0.982 -1.111 2.717 0.1126
N -0.020 -0.668 0.842 0.0848
C -0.084 -0.991 -0.585 -0.1932
C -0.247 0.377 -1.207 -0.1976
C 0.550 1.571 -0.777 -0.0821
C 2.090 1.410 -1.064 -0.5185
N 2.714 0.837 -0.037 0.1772
O 2.681 1.920 -2.046 0.0194
C 1.278 -1.599 -1.073 -0.4911
O 1.589 -2.668 -0.595 0.1058
O 1.927 -1.141 -2.113 0.1331
H -3.984 0.955 2.427 0.1188
H -3.007 -0.205 3.175 0.0645
H -2.350 0.872 0.505 0.1044
H -2.970 -0.729 0.655 0.1229
H 0.739 -1.181 1.314 0.1503
H -0.904 -1.596 -0.848 0.1464
H -1.246 0.651 -0.967 0.0726
H -0.215 0.161 -2.304 0.1432
H 0.399 1.681 0.231 0.0721
H -0.019 2.434 -1.346 0.1704
H 3.693 0.679 -0.316 0.1397
H 2.225 0.109 0.426 0.0694
H 2.672 -1.720 -2.388 0.1680

---

# 10
27
Properties=species:S:1:pos:R:3:lowdin_charge:R:1 method="wB97M-V/def2-TZVPD" fmax_ev_per_a=3.5 smiles="NCC(=O)N[C@@H](CCC(N)=O)C(=O)O" lumo_ev=0.4751 multiplicity=1 charge=0 homo_energy_ha=-0.34521 relative_energy_ev=2.1248 gap_ev=9.9 total_energy_ev=-20130.0155
N -1.258 0.488 3.259 -0.0088
C -2.123 -0.520 2.814 -0.2135
C -1.768 -0.762 1.337 -0.4722
O -2.564 -1.451 0.693 0.0472
N -0.562 -0.257 1.049 0.0692
C 0.187 -0.984 0.118 -0.2661
C 0.111 -0.523 -1.321 -0.1308
C 0.446 0.963 -1.346 -0.0922
C 0.426 1.492 -2.878 -0.5115
N 1.079 2.718 -2.945 0.1180
O -0.116 0.990 -3.809 0.0919
C 1.590 -0.863 0.735 -0.4820
O 1.828 -0.303 1.755 0.1388
O 2.670 -1.453 0.170 0.1158
H -1.739 1.334 2.852 0.1263
H -1.214 0.549 4.242 0.0680
H -3.225 -0.173 2.734 0.1445
H -2.077 -1.459 3.331 0.1202
H 0.066 0.156 1.745 0.1095
H -0.001 -2.174 0.165 0.2144
H 0.974 -1.046 -1.827 0.1313
H -0.837 -0.672 -1.787 0.1213
H 1.403 1.230 -0.842 0.1301
H -0.382 1.502 -0.898 0.1156
H 1.227 3.218 -2.084 0.0807
H 0.719 3.422 -3.616 0.1182
H 2.516 -1.602 -0.789 0.1162

---

Look up the charge of the sixth one.
0

---

Repeat the ninth record exactly.
27
Properties=species:S:1:pos:R:3:lowdin_charge:R:1 method="wB97M-V/def2-TZVPD" fmax_ev_per_a=4.8 smiles="NCC(=O)N[C@@H](CCC(N)=O)C(=O)O" lumo_ev=0.3807 multiplicity=1 charge=0 homo_energy_ha=-0.35879 relative_energy_ev=2.7104 gap_ev=10.1 total_energy_ev=-20129.4299
N -2.960 0.574 2.507 -0.0115
C -2.428 0.046 1.230 -0.1924
C -1.143 -0.667 1.637 -0.4891
O -0.982 -1.111 2.717 0.1126
N -0.020 -0.668 0.842 0.0848
C -0.084 -0.991 -0.585 -0.1932
C -0.247 0.377 -1.207 -0.1976
C 0.550 1.571 -0.777 -0.0821
C 2.090 1.410 -1.064 -0.5185
N 2.714 0.837 -0.037 0.1772
O 2.681 1.920 -2.046 0.0194
C 1.278 -1.599 -1.073 -0.4911
O 1.589 -2.668 -0.595 0.1058
O 1.927 -1.141 -2.113 0.1331
H -3.984 0.955 2.427 0.1188
H -3.007 -0.205 3.175 0.0645
H -2.350 0.872 0.505 0.1044
H -2.970 -0.729 0.655 0.1229
H 0.739 -1.181 1.314 0.1503
H -0.904 -1.596 -0.848 0.1464
H -1.246 0.651 -0.967 0.0726
H -0.215 0.161 -2.304 0.1432
H 0.399 1.681 0.231 0.0721
H -0.019 2.434 -1.346 0.1704
H 3.693 0.679 -0.316 0.1397
H 2.225 0.109 0.426 0.0694
H 2.672 -1.720 -2.388 0.1680